# 1
Below is a molecular structure, C30H33N4O4PPdS in a non-equilibrium geometry, with properties calculated with wB97M-V/def2-TZVPD.

XYZ file:
```
74
Properties=species:S:1:pos:R:3:lowdin_spin:R:1
Pd -0.7240 -0.2858 0.4215 1.531
N -2.8975 -0.7243 0.4570 0.227
C -3.2737 -2.0775 0.0373 0.019
C -2.3697 -2.4669 -1.1119 0.012
N -0.9782 -2.3857 -0.6184 0.154
H -3.2024 -0.4868 1.3992 0.003
H -3.2090 -0.0103 -0.1996 0.003
H -4.3327 -2.1243 -0.2268 0.009
H -3.1119 -2.7450 0.8863 0.000
H -2.4706 -1.7635 -1.9433 0.000
H -2.6062 -3.4647 -1.4893 0.005
H -0.3287 -2.6364 -1.3588 0.001
H -0.8296 -3.0309 0.1543 0.001
N -1.3448 -1.3542 4.4279 0.010
C -0.6760 -0.9065 3.3787 0.037
O -0.8360 -1.4623 2.2640 0.100
C 0.2902 0.2361 3.6229 0.101
C 1.1174 0.6586 2.4592 0.684
H -2.0287 -2.0848 4.3123 0.001
H -1.2672 -0.9045 5.3254 0.001
H 0.9524 -0.1145 4.4254 0.019
H -0.2897 1.0668 4.0303 0.001
H 1.9896 0.0727 2.1980 0.039
H 1.0844 1.6805 2.1070 0.034
O -3.2073 0.9850 2.9809 0.008
C -2.8181 1.7364 2.1097 0.012
N -1.6487 1.4976 1.4001 0.124
S -1.5198 2.4571 0.1223 0.012
O -0.3268 3.2482 0.1022 0.003
O -1.6630 1.5114 -1.0225 0.063
C -2.9390 3.4138 0.4074 0.004
C -3.4133 4.5029 -0.2943 0.001
C -4.5572 5.1118 0.2122 0.001
C -5.1740 4.6416 1.3699 0.002
C -4.6714 3.5462 2.0623 0.001
C -3.5348 2.9345 1.5661 0.007
H -2.9295 4.8672 -1.1888 0.000
H -4.9748 5.9658 -0.3029 0.000
H -6.0594 5.1449 1.7313 0.000
H -5.1443 3.1748 2.9602 0.000
C 1.1457 -2.3846 -5.2271 0.040
C 1.1395 -1.0077 -5.0491 -0.002
C 1.2620 -0.4649 -3.7817 0.031
C 1.4049 -1.3052 -2.6752 0.039
C 1.4127 -2.6968 -2.8613 0.030
C 1.2838 -3.2289 -4.1319 -0.002
P 1.5520 -0.6740 -1.0081 0.323
C 2.5648 -1.8448 -0.1062 0.038
C 2.1067 -2.4966 1.0335 0.005
C 2.9205 -3.4213 1.6765 -0.001
C 4.1892 -3.6866 1.1865 0.000
C 4.6512 -3.0384 0.0454 0.003
C 3.8427 -2.1273 -0.6079 0.010
C 2.2300 0.9536 -0.9158 0.084
C 3.4223 1.1601 -0.1937 0.045
C 4.0026 2.4105 -0.1813 0.006
C 3.3952 3.4644 -0.8610 0.067
C 2.1941 3.2781 -1.5325 -0.002
C 1.5959 2.0352 -1.5454 0.045
H 1.0538 -2.7999 -6.2207 0.002
H 1.0480 -0.3519 -5.9036 -0.001
H 1.2726 0.6104 -3.6721 0.002
H 1.5641 -3.3666 -2.0238 0.001
H 1.3079 -4.3009 -4.2671 -0.001
H 1.1181 -2.2964 1.4306 0.001
H 2.5605 -3.9345 2.5572 0.000
H 4.8216 -4.4037 1.6910 0.000
H 5.6391 -3.2513 -0.3373 0.001
H 4.2036 -1.6404 -1.5052 0.000
H 3.8965 0.3451 0.3352 0.002
H 4.9288 2.5693 0.3526 0.000
H 3.8525 4.4443 -0.8459 0.003
H 1.7126 4.1135 -2.0188 -0.001
H 0.6289 1.9135 -2.0104 0.001
```

Computed properties:
⟨S²⟩   6.02
Net charge   +2
Multiplicity   5
Highest occupied orbital energy (spin up / spin down)   -13.6 / -14.4 eV
Energy above the lowest of the compared OMol25 structures with the same formula, charge and spin   19.7 kcal/mol
Gap between HOMO and LUMO (spin up / spin down)   8.88 / 5.68 eV

---

# 2
Below is a gas-phase ion, C5H8N3O (charge +1) in a non-equilibrium geometry, with properties calculated with wB97M-V/def2-TZVPD.

XYZ file:
```
17
Properties=species:S:1:pos:R:3:lowdin_spin:R:1
C -1.9843 0.5797 1.6286 0.136
C -0.8691 0.4780 1.0317 0.556
C 0.5142 1.3788 -0.6831 0.008
C 0.5887 -2.1047 -0.0537 0.095
C 0.4559 0.3604 0.4350 0.111
N -3.2147 0.1008 1.0336 0.213
N -2.1048 -0.6871 -0.6284 0.344
N -3.0736 -0.5275 0.0574 0.371
O 0.3253 -0.9166 -0.3600 0.078
H -2.2350 1.1377 2.6259 0.033
H 0.2009 2.2759 -0.2778 0.002
H 1.4371 1.6058 -1.0524 0.000
H -0.0568 1.0602 -1.4363 0.001
H 1.2509 -2.3767 0.8762 0.006
H 0.2649 -2.8978 -0.6108 0.008
H -2.0968 -1.5784 -1.0893 0.019
H 1.1256 0.0939 1.2531 0.020
```

Computed properties:
⟨S²⟩   2.02
Net charge   +1
Multiplicity   3
Highest occupied orbital energy (spin up / spin down)   -11.4 / -13.7 eV
Energy above the lowest of the compared OMol25 structures with the same formula, charge and spin   149.9 kcal/mol
Gap between HOMO and LUMO (spin up / spin down)   5.19 / 7.26 eV

---

# 3
Below is a molecular structure, C4H5NO in a non-equilibrium geometry, with properties calculated with wB97M-V/def2-TZVPD.

XYZ file:
```
11
Properties=species:S:1:pos:R:3:mulliken_charge:R:1
O 1.3537 0.4719 2.0656 -0.354
C 0.6456 -0.0182 1.2800 0.329
C 0.9300 -0.6427 -0.5858 -0.833
C 0.0218 0.4201 -0.7419 -0.250
N -1.8789 -0.1145 0.0515 -0.677
C -0.7841 0.5652 0.4761 0.115
H 1.7785 -0.7131 -1.2720 0.328
H 0.5614 -1.6326 -0.3120 0.318
H 0.0044 1.1440 -1.5500 0.356
H -1.6196 -1.0380 -0.2935 0.271
H -1.0154 1.5482 0.9010 0.396
```

Computed properties:
Multiplicity   1
Highest occupied orbital energy (spin up / spin down)   -8.8 / -8.8 eV
Energy above the lowest of the compared OMol25 structures with the same formula, charge and spin   120.6 kcal/mol
Gap between HOMO and LUMO (spin up / spin down)   8.45 / 8.45 eV

---

# 4
Below is 2 unconnected molecules or ions with the total composition C4H12NOS in a non-equilibrium geometry, with properties calculated with wB97M-V/def2-TZVPD.

XYZ file:
```
19
Properties=species:S:1:pos:R:3:mulliken_charge:R:1
C 1.1030 0.7541 1.1382 -0.851
C 2.3047 0.0226 0.5460 -0.615
S 3.9034 0.7911 1.0064 -0.652
C -0.2124 -0.0141 0.8307 -0.552
N -0.5249 0.1348 -0.5918 -0.240
C -0.6769 -1.0816 -1.3664 -1.115
H 0.9488 1.7723 0.7664 0.340
H 1.3154 0.8673 2.2040 0.339
H 2.2934 -0.9523 1.0598 0.152
H 2.1046 -0.2016 -0.5054 0.191
H -1.0508 0.3937 1.3980 0.271
H -0.0607 -1.0692 1.0464 0.391
H -0.0121 0.8193 -1.1272 0.270
H -1.5170 -1.6654 -0.9676 0.328
H -0.9200 -0.8091 -2.3898 0.390
H 0.1533 -1.8006 -1.3295 0.352
H -2.6562 1.1841 -0.9484 0.382
H -3.0139 0.0950 -0.1253 0.305
O -3.4817 0.7595 -0.6445 -0.685
```

Computed properties:
Net charge   -1
Multiplicity   1
Highest occupied orbital energy   -2.4 eV
Energy above the lowest of the compared OMol25 structures with the same formula, charge and spin   21.0 kcal/mol
Gap between HOMO and LUMO   5.80 eV

---

# 5
Below is a molecular structure, C47H39F2MnN6S4, with properties calculated with wB97M-V/def2-TZVPD.

XYZ file:
```
99
Properties=species:S:1:pos:R:3:lowdin_spin:R:1
Mn -2.1517 1.4178 1.8732 3.923
N -0.4885 0.8264 2.6501 0.062
S 0.6636 -0.0827 2.5298 0.038
N 1.2332 -0.5175 1.1112 0.023
S 0.6160 -1.5984 0.1428 0.157
N -0.9572 -1.7974 0.0534 0.043
S -1.9489 -0.6818 -0.5451 0.046
N -2.4303 0.4251 0.3024 0.052
C -1.2608 -0.0128 -2.0440 0.010
C -1.3482 -0.6761 -3.2566 0.013
C -0.7576 -0.1010 -4.3734 0.005
C -0.0802 1.1018 -4.2676 0.014
C -0.0048 1.7555 -3.0399 0.006
C -0.6064 1.2053 -1.9257 0.008
C -3.2659 -1.7310 -1.1065 0.008
C -3.0937 -3.0894 -1.3259 0.002
C -4.1679 -3.8304 -1.7971 0.001
C -5.3861 -3.2137 -2.0451 0.001
C -5.5429 -1.8518 -1.8213 0.000
C -4.4788 -1.1017 -1.3488 0.002
C 1.0112 -3.2228 0.8572 0.050
C 2.3631 -3.5338 0.7948 0.006
C 2.7962 -4.7680 1.2466 0.000
C 1.8729 -5.6849 1.7369 0.004
C 0.5236 -5.3693 1.7760 0.003
C 0.0800 -4.1303 1.3275 0.013
C 1.3639 -1.3542 -1.3140 0.102
C 2.3675 -0.3525 -1.5250 0.135
C 3.0824 -0.3594 -2.6922 0.014
C 2.8772 -1.3361 -3.6823 0.196
C 1.9162 -2.3298 -3.4650 0.008
C 1.1627 -2.3614 -2.3188 0.147
C 0.4305 -1.5587 3.5067 0.007
C -0.8628 -1.8987 3.8600 0.001
C -1.0786 -3.0617 4.5865 0.000
C -0.0046 -3.8616 4.9465 0.001
C 1.2913 -3.5067 4.5860 0.000
C 1.5155 -2.3489 3.8627 0.002
C 2.1331 0.6316 3.2286 0.006
C 1.9513 1.2925 4.4379 0.001
C 3.0431 1.8795 5.0533 0.000
C 4.2964 1.8100 4.4556 0.001
C 4.4622 1.1515 3.2466 0.000
C 3.3765 0.5497 2.6232 0.002
H -1.8697 -1.6203 -3.3387 0.002
H -0.8178 -0.6083 -5.3269 0.000
H 0.3919 1.5418 -5.1361 0.001
H 0.5274 2.6931 -2.9515 0.001
H -0.5599 1.6989 -0.9640 0.000
H -2.1402 -3.5563 -1.1253 0.000
H -4.0503 -4.8918 -1.9682 0.000
H -6.2193 -3.7976 -2.4121 0.000
H -6.4950 -1.3758 -2.0116 0.000
H -4.5822 -0.0424 -1.1546 0.000
H 3.0641 -2.8195 0.3771 0.000
H 3.8467 -5.0214 1.2007 0.000
H 2.2093 -6.6549 2.0785 0.000
H -0.1933 -6.0863 2.1539 0.000
H -0.9676 -3.8680 1.3623 0.001
H 2.5184 0.4195 -0.7846 0.009
H 3.8200 0.4175 -2.8521 -0.004
H 3.4618 -1.3278 -4.5904 0.014
H 1.7531 -3.0925 -4.2164 -0.004
H 0.4246 -3.1402 -2.1689 0.010
H -1.6853 -1.2542 3.5787 0.002
H -2.0841 -3.3358 4.8760 0.000
H -0.1740 -4.7661 5.5155 0.000
H 2.1264 -4.1320 4.8715 0.000
H 2.5207 -2.0620 3.5808 0.000
H 0.9651 1.3498 4.8807 0.000
H 2.9177 2.3930 5.9967 0.000
H 5.1476 2.2723 4.9372 0.000
H 5.4384 1.1000 2.7838 0.000
H 3.4904 0.0251 1.6855 0.001
F -3.3089 2.3376 3.5432 -0.015
C -4.0213 1.7981 2.4614 -0.157
F -4.6951 0.7275 2.9063 -0.034
H -4.7081 2.5495 2.0709 -0.011
S -0.0168 6.6988 -1.6474 0.000
C -0.6110 5.3916 -0.5829 0.004
C -1.9542 5.0358 -0.5785 0.001
C -2.3672 4.0076 0.2483 0.010
N -1.5326 3.3492 1.0596 0.042
C -0.2425 3.7088 1.0734 0.008
C 0.2552 4.7199 0.2716 0.000
C 0.4562 5.6939 -3.0523 0.000
C -0.4695 5.3868 -4.0381 0.000
C -0.0563 4.6064 -5.1079 0.000
N 1.1819 4.1393 -5.2419 0.000
C 2.0641 4.4580 -4.3004 0.000
C 1.7554 5.2306 -3.1878 0.000
H -2.6628 5.5413 -1.2187 0.000
H -3.3998 3.6819 0.2474 0.001
H 0.3939 3.1460 1.7454 0.001
H 1.3042 4.9774 0.3086 0.000
H -1.4871 5.7478 -3.9813 0.000
H -0.7579 4.3435 -5.8912 0.000
H 3.0701 4.0770 -4.4349 0.000
H 2.5116 5.4659 -2.4515 0.000
```

Computed properties:
⟨S²⟩   8.94
Net charge   +1
Multiplicity   6
Highest occupied orbital energy (spin up / spin down)   -7.0 / -10.7 eV
Energy above the lowest of the compared OMol25 structures with the same formula, charge and spin   0.0 kcal/mol
Gap between HOMO and LUMO (spin up / spin down)   3.82 / 8.08 eV

---

# 6
Below is a molecular structure, C21H40Cl3GeN4OPtS2Si in a non-equilibrium geometry, with properties calculated with wB97M-V/def2-TZVPD.

XYZ file:
```
74
Properties=species:S:1:pos:R:3:lowdin_spin:R:1
Pt -0.3356 0.9277 -0.4729 0.561
C -1.5606 1.7624 -4.5955 0.004
C -0.8974 1.5266 -3.2871 0.005
N -1.5091 1.3482 -2.1747 0.163
N -2.8784 1.3903 -2.1087 0.024
C -3.3775 1.2016 -0.9366 0.007
N -4.6925 1.1693 -0.7327 0.003
S -2.3908 0.8137 0.5702 0.030
C 0.5840 1.5629 -3.1446 0.002
C 1.4057 1.7824 -4.2269 -0.002
C 2.7737 1.9473 -4.0300 0.000
C 3.2675 1.9260 -2.7430 -0.001
C 2.3940 1.6741 -1.6972 0.006
N 1.0899 1.4616 -1.8815 0.009
H -2.6390 1.7330 -4.4868 0.001
H -1.2511 0.9979 -5.3116 0.000
H -1.2650 2.7342 -4.9947 -0.001
H -5.3100 1.3892 -1.5003 0.000
H -5.0859 1.0525 0.1847 0.001
H 0.9824 1.8412 -5.2192 0.000
H 3.4295 2.1190 -4.8729 0.000
H 4.3137 2.0958 -2.5311 0.000
H 2.7412 1.6649 -0.6758 0.003
C 0.3214 -1.5527 -2.7623 0.001
Si 0.2234 -1.4465 -0.8966 0.058
C 1.8913 -2.0740 -0.1744 0.019
C 2.9805 -0.9948 -0.1897 0.006
C 1.7969 -2.5701 1.2726 0.001
C 2.3876 -3.2078 -1.0896 0.005
C -1.2012 -2.5198 -0.3691 0.006
C -0.8470 -3.9854 -0.6509 0.002
C -1.5389 -2.4090 1.1249 0.003
C -2.4249 -2.1767 -1.2275 0.000
H 0.2905 -2.6121 -3.0278 0.000
H 1.2450 -1.1453 -3.1791 0.000
H -0.5181 -1.0611 -3.2531 0.000
H 2.7320 -0.1620 0.4767 0.005
H 3.1619 -0.6163 -1.1969 0.000
H 3.9243 -1.4200 0.1634 0.000
H 1.4154 -1.8009 1.9464 0.001
H 2.8013 -2.8398 1.6128 0.000
H 1.1775 -3.4591 1.3854 0.000
H 2.6087 -2.8533 -2.0974 0.000
H 1.6975 -4.0471 -1.1660 0.000
H 3.3213 -3.5927 -0.6683 0.002
H -0.0396 -4.3566 -0.0215 0.000
H -0.5926 -4.1637 -1.6979 0.000
H -1.7230 -4.6061 -0.4349 0.001
H -0.7063 -2.7416 1.7423 0.000
H -2.3891 -3.0550 1.3680 0.000
H -1.8080 -1.4044 1.4457 0.001
H -2.2695 -2.4567 -2.2713 0.000
H -2.6906 -1.1198 -1.2070 0.000
H -3.3030 -2.7312 -0.8806 0.000
C -1.2203 0.8980 5.4449 0.000
C -0.0124 0.1877 4.8595 0.000
S 0.5409 0.6526 3.2062 0.011
O -0.6266 1.2631 2.3911 0.049
C 1.7029 1.9817 3.5152 0.000
C 1.2817 3.0954 4.4602 0.000
H -1.5278 0.3536 6.3370 0.000
H -2.0555 0.8939 4.7475 0.000
H -1.0012 1.9237 5.7276 0.000
H -0.1996 -0.8825 4.7657 0.000
H 0.8855 0.3113 5.4711 0.000
H 1.9164 2.3563 2.5114 0.000
H 2.5955 1.4533 3.8626 0.000
H 1.9627 3.9372 4.3400 0.000
H 0.2762 3.4491 4.2437 0.000
H 1.3287 2.7787 5.5011 0.000
Cl -3.3630 4.1266 0.3420 0.000
Ge -1.8940 2.9648 1.3881 0.004
Cl -0.0801 3.5898 0.3557 0.006
Cl -2.2233 3.7254 3.3220 0.001
```

Computed properties:
⟨S²⟩   0.75
Net charge   +2
Multiplicity   2
Highest occupied orbital energy (spin up / spin down)   -14.0 / -14.7 eV
Gap between HOMO and LUMO (spin up / spin down)   7.11 / 7.51 eV